Record 1
This record from the Open Molecules 2025 dataset describes a structure of composition C67H62BrF4N7O8PSeSr. The level of theory is ωB97M-V/def2-TZVPD.

Each line ends with the Mulliken charge.
Atoms and positions in Å:
Sr1 -0.0442 0.1461 -0.3459  3.037
Br1 -2.9022 2.2717 -1.7079  0.048
Se1 2.5140 -3.1354 -0.9101  -0.225
P1 -0.4526 3.0760 0.2380  1.430
F1 -1.2685 5.8373 1.7864  -0.427
F2 -5.4129 6.5614 -0.2852  -0.310
F3 -5.1225 4.2520 -1.6843  -0.339
F4 -3.4313 7.3376 1.4507  -0.314
O1 5.3707 1.6109 2.1719  -0.631
O2 -1.7800 0.6757 0.8737  0.798
O3 3.5792 1.9958 0.4143  -1.006
O4 -2.0117 -6.6720 4.0696  -0.641
O5 -1.4018 -1.4369 -0.8975  -0.095
O6 5.3247 0.8831 4.2738  -0.698
O7 -5.4914 -3.6373 -1.9678  -0.477
O8 1.4166 1.6555 0.0886  0.647
N1 0.6421 -3.5511 -2.9857  1.623
N2 1.1678 0.4715 2.5882  1.003
N3 0.2453 0.4725 -2.5902  -0.284
N4 0.4778 -5.0189 -1.3425  1.063
N5 0.1540 -7.0134 4.5737  -0.345
N6 0.1586 -2.6576 1.9924  0.954
N7 2.6653 0.2811 4.1737  0.200
C1 -2.6702 -0.0654 1.2894  0.551
C2 -0.8573 -6.2847 4.0201  0.156
C3 -2.1128 -5.5124 -4.4834  -1.131
C4 2.3568 0.9256 2.1086  0.228
C5 2.4672 1.5591 0.7686  0.014
C6 5.2902 1.2629 -2.9492  -0.960
C7 1.0424 0.9095 -3.4400  -0.545
C8 3.2659 1.9264 -4.0499  -0.237
C9 1.0794 -2.4360 -3.7867  -0.609
C10 -2.2205 -6.4417 -3.4524  -0.877
C11 4.1895 -2.6770 -4.4330  -0.967
C12 1.8662 4.8285 -2.5657  -0.196
C13 -0.1134 3.3131 2.0009  1.570
C14 -0.3911 2.4225 -7.1908  -0.529
C15 -3.0088 3.8554 -0.6831  0.204
C16 -4.1539 4.6293 -0.8392  0.019
C17 -4.3114 5.8099 -0.1273  0.455
C18 -0.4854 -5.3468 -2.2670  0.651
C19 -0.9657 3.1629 4.2471  -0.933
C20 -0.9868 2.8022 -6.0002  -1.049
C21 2.0073 -6.4277 0.0307  -0.525
C22 1.1372 -3.9105 -1.7770  -0.582
C23 4.5630 0.4046 -2.1413  -0.312
C24 -3.3162 -1.0591 0.4796  0.178
C25 1.3712 0.0974 3.8251  -0.632
C26 4.6350 2.0315 -3.8956  -1.092
C27 -0.5301 2.2858 -4.8016  -0.249
C28 1.0254 -3.2177 2.8254  -0.932
C29 -4.9960 -4.0478 -3.2174  -0.474
C30 -2.6344 -1.6170 -0.6640  -0.686
C31 -3.3977 -2.4976 -1.4903  -0.462
C32 -4.6180 -1.4941 0.7834  -0.783
C33 -4.6949 -2.8341 -1.1988  1.228
C34 3.3241 0.8115 3.0939  -0.156
C35 0.6975 -5.6404 -0.0607  -0.211
C36 2.0197 6.2760 -0.6644  -1.030
C37 1.2481 -8.7893 -0.5067  -1.242
C38 0.2939 3.4518 4.7467  -0.917
C39 -5.3082 -2.3469 -0.0286  -1.329
C40 2.5271 1.0426 -3.2672  0.671
C41 -1.4219 -6.3657 -2.3217  -0.656
C42 -3.3108 6.1954 0.7538  0.271
C43 -0.3748 -4.4094 -3.3128  0.166
C44 1.1580 5.4560 0.0414  -0.401
C45 3.1944 0.3039 -2.2954  -0.460
C46 1.1480 3.5938 2.5082  -1.079
C47 1.7426 -2.8772 -5.0931  -0.524
C48 -1.9811 4.2241 0.1859  -0.434
C49 0.6518 4.3073 -0.5549  0.876
C50 -1.1645 3.0932 2.8844  -1.245
C51 -1.3842 -4.4006 2.5195  -0.714
C52 -3.1254 0.0961 2.7270  -1.877
C53 2.1126 -7.6075 -0.9297  -0.328
C54 1.0159 4.0004 -1.8603  -0.519
C55 0.3553 -0.3981 4.7839  -1.555
C56 -2.1790 5.4012 0.9030  0.395
C57 4.7630 1.1095 3.2172  0.582
C58 2.3726 5.9696 -1.9676  -0.991
C59 -0.4601 -5.0171 3.3695  0.914
C60 -1.2003 -4.4730 -4.4258  -0.308
C61 1.1253 1.0165 -5.9723  0.590
C62 -1.0276 -3.2421 1.8567  -0.399
C63 3.0697 -3.6079 -4.8835  -0.414
C64 0.6585 1.5193 -7.1742  -1.414
C65 0.7779 -4.3820 3.5327  -1.033
C66 0.5414 1.4027 -4.7703  0.036
C67 1.3469 3.6684 3.8740  -0.654
H1 -1.8004 3.5132 -6.0030  0.459
H2 3.1283 0.0823 5.0471  0.244
H3 -0.4992 -0.7852 4.2407  -0.090
H4 2.8280 -5.7358 -0.1601  0.122
H5 2.3305 3.8987 4.2592  0.484
H6 2.7626 2.5376 -4.7852  0.668
H7 3.3485 -4.0888 -5.8272  0.433
H8 6.3619 1.3384 -2.8388  0.423
H9 1.4232 -9.6427 -1.1590  0.406
H10 1.9786 -2.7123 2.9179  0.389
H11 -2.1439 2.8727 2.4822  0.768
H12 0.4534 3.5122 5.8141  0.409
H13 3.1563 -7.9283 -0.9661  0.446
H14 3.0463 6.6172 -2.5112  0.386
H15 -2.8881 -2.8943 -2.3571  0.060
H16 -3.2383 -0.8757 3.1995  0.516
H17 5.1254 -3.2268 -4.3667  0.464
H18 0.2207 -1.7864 -3.9833  0.543
H19 -4.1424 -4.7238 -3.1109  0.058
H20 1.1288 1.2240 -8.1012  0.436
H21 -1.5409 -7.0690 -1.5122  0.431
H22 0.9031 5.7140 1.0578  0.447
H23 -0.9922 2.5763 -3.8729  0.335
H24 1.7885 -1.8647 -3.1894  -1.000
H25 4.3146 -1.8611 -5.1413  0.281
H26 0.0240 0.4223 5.4214  0.370
H27 4.7128 1.7760 1.3863  0.452
H28 0.7731 -1.1805 5.4149  0.512
H29 3.9797 -2.2583 -3.4520  0.043
H30 5.0629 -0.1868 -1.3882  0.512
H31 -1.1416 -3.7346 -5.2089  0.528
H32 -2.3577 -4.8445 2.3822  0.592
H33 -6.3214 -2.6459 0.1880  0.437
H34 -2.7645 -5.5962 -5.3410  0.378
H35 2.1404 4.5762 -3.5789  0.456
H36 -0.1580 -6.2815 0.1573  0.656
H37 -2.9515 -7.2322 -3.5285  0.387
H38 1.8334 -7.2856 -1.9338  0.159
H39 -0.7448 2.8274 -8.1285  0.385
H40 1.4932 -9.0812 0.5114  0.314
H41 0.7407 -4.8442 0.6854  -1.029
H42 -0.0663 -7.9242 4.9399  0.237
H43 1.1121 -6.7979 4.3755  0.177
H44 -1.7155 -2.7625 1.1809  0.030
H45 -4.0791 0.6198 2.7703  0.436
H46 2.4228 7.1591 -0.1885  0.425
H47 1.5297 -4.7676 4.2052  0.349
H48 1.9161 -1.9833 -5.6926  0.222
H49 0.1897 -8.5426 -0.5474  0.226
H50 -5.8146 -4.5769 -3.7038  0.300
H51 1.0650 -3.5232 -5.6543  0.444
H52 5.1929 2.7220 -4.5156  0.426
H53 1.9634 0.3345 -5.9640  0.824
H54 -2.3775 0.6758 3.2617  0.096
H55 0.6488 3.0843 -2.2965  -0.502
H56 2.9438 -4.4007 -4.1422  0.060
H57 2.1043 -6.7861 1.0582  0.571
H58 2.6147 -0.3513 -1.6540  -0.389
H59 1.9777 3.7565 1.8362  0.528
H60 -5.1114 -1.1039 1.6614  0.429
H61 -1.7944 2.9977 4.9238  0.434
H62 -4.7002 -3.1926 -3.8315  0.296

Results
* E_tot: -9322.8106 a.u.
* total charge: -1
* HOMO energy: -4.12 eV
* orbital gap: 5.66 eV
* energy above the lowest of the compared OMol25 structures with the same formula, charge and spin: 66.9 kcal per mole

***

Record 2
This record from the Open Molecules 2025 dataset describes a cluster of 7 separate species, C16H20Cl24NO2 in total. The level of theory is ωB97M-V/def2-TZVPD.

Each line ends with the Mulliken charge.
Atoms and positions in Å:
Cl1 -7.3817 8.8621 4.6766  -0.110
Cl2 6.5769 -0.8907 1.9163  -0.092
Cl3 -3.3755 2.0463 -1.8960  -0.075
Cl4 -6.6878 1.7399 11.1823  -0.108
Cl5 6.7822 -3.5648 -5.0758  -0.071
Cl6 -6.2458 -0.9513 10.2424  -0.103
Cl7 -5.2460 3.2967 -0.0805  -0.110
Cl8 -8.4835 1.1241 4.4680  -0.133
Cl9 -5.5094 0.4973 -0.7313  -0.097
Cl10 -7.5202 6.3828 6.1475  -0.087
Cl11 -4.3218 1.1153 9.6543  -0.101
Cl12 8.6293 -2.9280 -7.2003  -0.116
Cl13 4.4230 -0.2443 3.7179  -0.095
Cl14 -6.6202 3.2020 3.7380  0.005
Cl15 6.7002 -1.7443 4.6672  -0.126
Cl16 -6.5244 6.3993 3.4448  -0.070
Cl17 6.2074 -1.3929 -6.8786  -0.093
Cl18 -5.7072 0.8968 5.2037  -0.093
Cl19 -3.2982 1.4058 0.9042  -0.094
Cl20 4.8086 -2.9676 2.8644  -0.091
Cl21 6.0733 -4.1167 -7.8150  -0.110
Cl22 -6.8952 1.1376 8.3645  -0.033
Cl23 -6.4862 0.6387 2.4332  -0.009
Cl24 -9.3244 6.8566 3.9485  -0.100
O1 1.8786 0.8199 -1.9480  -0.184
O2 -3.0145 -1.3689 -1.4729  -0.486
N1 -2.2685 -1.4866 -3.6376  -0.730
C1 -2.0609 -1.4438 -2.2084  0.250
C2 3.8587 -0.4084 -2.4725  0.633
C3 0.4367 0.8627 -2.2057  -0.764
C4 3.3193 -1.7316 -1.8436  2.094
C5 -6.0402 0.7614 9.8575  0.342
C6 -0.6343 -1.4215 -1.7344  -0.404
C7 2.6797 0.4038 -3.0186  -0.972
C8 3.9965 -3.0127 -2.3573  -1.660
C9 6.9204 -2.9972 -6.7385  0.353
C10 -4.3495 1.8038 -0.4512  0.282
C11 4.9235 -0.5749 -3.5564  -1.745
C12 5.6235 -1.4616 3.2867  0.366
C13 3.4531 -1.6807 -0.3122  -1.483
C14 -7.6871 7.1256 4.5540  0.347
C15 -0.2452 -0.0205 -1.1661  0.310
C16 -6.8195 1.4601 3.9497  0.244
H1 4.2935 0.1819 -1.6569  0.191
H2 3.0562 1.2703 -3.5924  0.211
H3 4.4843 -1.8943 -0.0093  0.265
H4 -2.1251 -2.4472 -3.9412  0.280
H5 4.1235 -3.0322 -3.4403  0.386
H6 0.1266 1.9004 -1.9998  0.060
H7 4.5465 -1.1511 -4.4065  0.268
H8 -1.4867 -0.9625 -4.0386  0.423
H9 5.1860 0.4149 -3.9505  0.506
H10 2.2482 -1.7966 -2.0529  -0.969
H11 2.7698 -2.3827 0.1781  0.372
H12 -1.1616 0.4701 -0.8215  -0.498
H13 0.4075 -0.1907 -0.2928  0.312
H14 2.0705 -0.2232 -3.6862  0.468
H15 0.0232 -1.5986 -2.5886  0.191
H16 3.3720 -3.8772 -2.0981  0.422
H17 3.1979 -0.6795 0.0454  0.427
H18 4.9615 -3.1602 -1.8614  0.316
H19 5.8474 -1.0301 -3.1895  0.351
H20 -0.4845 -2.2410 -1.0179  0.333

Results
* E_tot: -11871.3680 a.u.
* total charge: -1
* HOMO energy: -2.06 eV
* orbital gap: 3.41 eV

***

Record 3
This record from the Open Molecules 2025 dataset describes a structure of composition C27H22BrCoNO5SSe. The level of theory is ωB97M-V/def2-TZVPD.

Each line ends with the Mulliken charge.
Atoms and positions in Å:
Br1 3.7760 0.8224 -1.2872  -0.255
Se1 -2.8341 -1.1131 -0.8713  -0.398
Co1 1.3831 0.7489 -0.1858  -0.508
S1 -0.3355 1.1244 2.7204  -0.052
O1 0.1380 1.3558 -1.6125  -0.473
O2 2.9540 7.4450 0.7209  -0.743
O3 -0.7925 3.2090 -2.4825  -0.777
O4 1.7634 7.5634 -1.1971  -0.720
O5 0.7335 0.5987 1.7922  -0.464
N1 1.5784 2.7241 0.0484  0.700
C1 -0.7972 2.8106 2.2151  0.153
C2 1.1067 4.8175 -0.9819  -0.579
C3 3.7708 -1.0613 -1.5827  0.818
C4 2.0008 5.4622 -0.1363  0.299
C5 -3.5205 -2.8116 -0.4007  -0.010
C6 2.4409 3.3323 0.8682  -0.664
C7 -0.0080 2.6195 -1.7513  0.310
C8 -3.2466 -3.9505 -1.1798  -0.402
C9 2.6844 -3.1946 -1.3797  0.903
C10 2.6742 4.6898 0.8079  -0.876
C11 -1.9452 0.4415 2.2216  0.726
C12 -2.7686 1.5661 1.6040  -0.629
C13 -4.7945 -4.2795 1.0809  -0.397
C14 0.5422 -3.4152 -0.3127  -1.077
C15 -4.5113 -5.3894 0.2920  -0.414
C16 -4.3108 -3.0256 0.7421  -0.398
C17 3.7987 -3.7680 -2.0410  -0.895
C18 2.2661 6.9901 -0.2163  0.391
C19 4.8508 -3.0044 -2.4562  -0.418
C20 0.5301 -2.0290 -0.0569  0.740
C21 1.5376 -1.1782 -0.4546  -0.461
C22 0.9241 3.4484 -0.8660  0.656
C23 -2.3150 2.8592 2.2761  -0.825
C24 4.8394 -1.6131 -2.2245  -0.706
C25 -3.7292 -5.2048 -0.8441  -0.428
C26 1.5965 -3.9926 -0.9608  -0.941
C27 2.6415 -1.7909 -1.1289  0.532
H1 -4.8896 -6.3705 0.5549  0.340
H2 5.6952 -3.4537 -2.9645  0.358
H3 -5.4023 -4.3919 1.9737  0.318
H4 1.6147 -5.0567 -1.1713  0.310
H5 -0.2743 3.5265 2.8468  0.497
H6 3.3649 5.1835 1.4776  0.449
H7 -3.8351 1.3745 1.7146  0.369
H8 -4.5464 -2.1722 1.3682  0.299
H9 0.5568 5.3744 -1.7269  0.603
H10 5.6624 -0.9921 -2.5515  0.379
H11 2.9276 2.6945 1.5989  0.562
H12 -2.3920 0.0335 3.1294  0.433
H13 -0.4504 2.9142 1.1901  -0.457
H14 -1.7651 -0.3630 1.5004  -0.929
H15 -2.5650 1.5946 0.5314  0.214
H16 -0.3433 -1.6236 0.4333  0.473
H17 -0.3094 -4.0130 -0.0069  0.413
H18 3.7978 -4.8393 -2.2123  0.320
H19 -2.6584 2.9034 3.3152  0.311
H20 -3.4896 -6.0521 -1.4793  0.316
H21 -2.6336 -3.8252 -2.0647  0.351
H22 -2.6872 3.7471 1.7638  0.353

Results
* spin multiplicity: 2
* E_tot: -8229.5318 a.u.
* total charge: -2
* HOMO energy: -1.39 eV
* orbital gap: 5.27 eV
* energy above the lowest of the compared OMol25 structures with the same formula, charge and spin: 13.4 kcal per mole